The following is a quantum chemistry calculation of an isolated ion of composition C14H17N2O3 and charge +1 in a non-equilibrium geometry, from the OMol25 dataset.

The geometry in XYZ format:
```
36
Properties=species:S:1:pos:R:3
C 3.065 -1.146 0.248
C 3.373 -0.893 -1.246
C 3.015 0.506 -1.709
C 1.561 0.867 -1.409
O 1.536 2.019 -0.512
C 0.426 2.173 0.168
N -0.452 3.158 0.071
C -1.482 2.956 0.990
C -1.186 1.816 1.644
O -1.821 1.193 2.648
C -1.874 -0.215 2.556
O -1.614 -0.830 3.517
C -2.185 -0.829 1.249
C -1.685 -2.113 1.029
C -1.956 -2.763 -0.165
C -2.738 -2.146 -1.132
C -3.249 -0.870 -0.914
C -2.962 -0.211 0.271
N 0.028 1.351 1.150
H 2.263 -1.872 0.349
H 2.800 -0.239 0.788
H 3.926 -1.580 0.738
H 2.879 -1.652 -1.842
H 4.438 -1.022 -1.398
H 3.172 0.584 -2.780
H 3.654 1.239 -1.229
H 1.064 0.015 -0.948
H 1.014 1.101 -2.316
H -0.371 3.927 -0.575
H -2.325 3.597 1.136
H -1.103 -2.589 1.801
H -1.571 -3.754 -0.341
H -2.967 -2.662 -2.048
H -3.874 -0.428 -1.670
H -3.368 0.770 0.458
H 0.569 0.543 1.422
```

Summary:
**Orbital gap**: 0.3643 hartree
**SMILES string**: CCCCOc1[nH]cc(OC(=O)c2ccccc2)[nH+]1
**Total charge**: +1
**HOMO**: -12.94 eV
**E_LUMO**: -3.03 eV

Taken from the Mulliken analysis, the atomic charges in e are: -0.8420, -0.6335, -0.6617, -0.4594, -0.3898, 0.1724, 0.0558, -0.8094, 0.5145, -0.4461, 0.2690, -0.4353, 0.4527, -0.4698, -0.6381, -0.3820, -0.8493, -0.0285, 0.2427, 0.2083, 0.1860, 0.3812, 0.3646, 0.3624, 0.3297, 0.3163, 0.3984, 0.3814, 0.2454, 0.4871, 0.5063, 0.4610, 0.4469, 0.4516, 0.5251, 0.2861

---

The following is a quantum chemistry calculation of C3H7N3O as an isolated structure, from the OMol25 dataset.

The geometry in XYZ format:
```
14
Properties=species:S:1:pos:R:3
C -0.970 0.582 -1.430
N -0.489 0.654 -0.068
C 1.777 0.222 -0.097
O 1.301 -1.064 -0.331
N 1.581 0.068 1.282
C 0.681 -1.006 0.956
N -0.659 -0.447 0.837
H -0.610 -0.339 -1.893
H -0.538 1.417 -1.996
H -2.063 0.633 -1.506
H -0.688 1.530 0.390
H 1.249 0.838 1.854
H 0.724 -1.935 1.531
H -1.296 -1.152 0.471
```

Summary:
**Orbital gap**: 0.3537 hartree
**HOMO**: -8.66 eV
**E_LUMO**: 0.97 eV

Taken from the Mulliken analysis, the atomic charges in e are: -0.8324, -0.0538, -0.2097, -0.2711, -0.3368, 0.1536, -0.5135, 0.2969, 0.3160, 0.2973, 0.2153, 0.2863, 0.3802, 0.2716

---

The following is a quantum chemistry calculation of a 2-piece molecular cluster, C4H13N5O2S overall in a non-equilibrium geometry, from the OMol25 dataset.

The geometry in XYZ format:
```
25
Properties=species:S:1:pos:R:3
C -3.401 -0.529 -0.107
C 4.088 -0.270 0.520
C 0.087 -0.827 -0.579
C -1.047 -0.752 0.535
N -2.039 1.989 -0.039
N -1.238 2.430 0.628
N 1.443 -1.056 -0.054
N -4.272 0.122 -0.888
N -2.177 -0.104 -0.088
O 1.904 1.250 0.927
O 2.383 0.747 -1.371
S 2.399 0.236 0.077
H -3.825 -1.392 0.350
H 4.807 0.200 -0.129
H 4.336 -0.019 1.511
H 4.109 -1.301 0.439
H 0.069 0.126 -1.115
H -0.198 -1.571 -1.345
H -1.336 -1.725 0.962
H -0.717 -0.104 1.404
H 3.145 0.391 -1.838
H -0.474 2.431 1.252
H 1.159 -1.399 0.855
H -5.264 0.148 -0.592
H -3.938 0.979 -1.312
```

Summary:
**Orbital gap (alpha / beta)**: 0.2691 / 0.2662 hartree
**Total charge**: +2
**HOMO (alpha / beta)**: -13.56 / -17.71 eV
**Spin multiplicity**: 3
**E_LUMO (alpha / beta)**: -6.24 / -10.46 eV

Taken from the Mulliken analysis, the atomic charges in e are: 0.0667, -1.1401, -0.6919, -0.6484, -0.1114, -0.0695, -0.1789, -0.2850, -0.0684, -0.5585, -0.4382, 1.3033, 0.4077, 0.4765, 0.4012, 0.4180, 0.3497, 0.3227, 0.4876, 0.3137, 0.3848, 0.2914, 0.3671, 0.3072, 0.2927